# 1
Here is a single C5H8O molecule in a non-equilibrium geometry from the Open Molecules 2025 dataset. Energies are from ωB97M-V/def2-TZVPD.

Values from the calculation:
Largest force on an atom ... 4.9 eV/A
Structure (SMILES) ... C[C@@]12C[C@]1(C)O2
Energy ... -7357.9772 eV
Gap between HOMO and LUMO ... 8.644 eV

The geometry in ORCA input format:
```
! RIJCOSX wB97M-V def2-TZVPD def2/J DEFGRID3
* xyz 0 1
C -0.28096 -1.75486 0.21419
C -0.82575 -0.38174 0.38067
C -0.32208 0.60586 1.35966
C -0.34843 0.83591 -0.29068
C 0.81547 1.20291 -1.12150
O -1.50749 0.22816 -0.78242
H -0.50296 -2.33699 1.11392
H 0.80344 -1.75673 0.07736
H -0.74640 -2.26760 -0.63141
H 0.61483 0.41568 1.86688
H -1.04008 1.25456 1.84163
H 1.07419 0.41261 -1.83281
H 1.68539 1.43530 -0.50213
H 0.58082 2.10693 -1.69336
*
```

***

# 2
Here is C5H8O as an isolated structure from the Open Molecules 2025 dataset. Energies are from ωB97M-V/def2-TZVPD.

Values from the calculation:
Largest force on an atom ... 0.3 eV/A
Energy ... -7358.0317 eV
Gap between HOMO and LUMO ... 8.398 eV

The geometry in ORCA input format:
```
! RIJCOSX wB97M-V def2-TZVPD def2/J DEFGRID3
* xyz 0 1
O 1.82323 -1.42577 0.63347
C 1.34162 -0.57542 -0.29824
C -0.79953 -0.91771 -0.35660
C -1.28601 0.51982 -0.24931
C -0.10565 1.37626 0.13678
C 1.10363 0.80845 0.13238
H 1.65091 -1.08696 1.52963
H 0.41318 -1.01331 -0.96328
H -1.29668 -1.50506 -1.13603
H -0.80389 -1.47225 0.58432
H -1.68300 0.84954 -1.21912
H -2.11146 0.63380 0.46859
H -0.24508 2.43541 0.34450
H 1.99874 1.37322 0.39294
*
```

***

# 3
Here is a single C5H8O molecule from the Open Molecules 2025 dataset. Energies are from ωB97M-V/def2-TZVPD.

Values from the calculation:
Largest force on an atom ... 0.8 eV/A
Structure (SMILES) ... C[C@H]1CCC1=O
Energy ... -7361.2243 eV
Gap between HOMO and LUMO ... 10.378 eV

The geometry in ORCA input format:
```
! RIJCOSX wB97M-V def2-TZVPD def2/J DEFGRID3
* xyz 0 1
C -0.67217 0.78786 1.62584
C -0.50814 0.23695 0.21606
C 0.86240 0.42257 -0.44495
C 0.58258 -0.73970 -1.41317
C -0.39625 -1.23554 -0.30573
O -0.75286 -2.32035 0.06417
H -1.48236 0.32503 2.18744
H 0.24996 0.68571 2.20534
H -0.88359 1.86437 1.58071
H -1.26162 0.69113 -0.44568
H 1.07147 1.42063 -0.82190
H 1.64000 0.12063 0.26803
H 0.02385 -0.41178 -2.30021
H 1.42605 -1.35239 -1.74862
*
```

***

# 4
Here is C5H8O as an isolated structure from the Open Molecules 2025 dataset. Energies are from ωB97M-V/def2-TZVPD.

Values from the calculation:
Largest force on an atom ... 0.3 eV/A
Energy ... -7356.8033 eV
Gap between HOMO and LUMO ... 8.350 eV

The geometry in ORCA input format:
```
! RIJCOSX wB97M-V def2-TZVPD def2/J DEFGRID3
* xyz 0 1
C -1.25086 0.86304 -0.85713
C -0.12322 1.03775 0.15900
C -0.19741 0.34620 1.45701
C 0.75556 -1.49789 0.39747
O 0.02408 -1.24132 -0.74608
C 0.00894 0.11424 -1.05162
H -2.09696 0.28820 -0.49470
H -1.47847 1.68445 -1.53139
H 0.46729 1.95040 0.08005
H 0.07223 -0.93763 1.29020
H 0.63899 0.69958 2.08516
H 0.65900 -2.55162 0.67080
H 1.79909 -1.16585 0.36048
H 0.72172 0.41044 -1.81926
*
```

***

# 5
Here is a 2-piece molecular cluster, C5H8O overall in a non-equilibrium geometry from the Open Molecules 2025 dataset. Energies are from ωB97M-V/def2-TZVPD.

Values from the calculation:
Largest force on an atom ... 1.5 eV/A
Structure (SMILES) ... O=C1CC=CC1.[H][H]
Energy ... -7359.9940 eV
Gap between HOMO and LUMO ... 10.455 eV

The geometry in ORCA input format:
```
! RIJCOSX wB97M-V def2-TZVPD def2/J DEFGRID3
* xyz 0 1
O -0.61867 2.43793 -0.42326
C -0.36708 1.30974 -0.07914
C -1.39588 0.22144 0.24150
C -0.54413 -0.96639 0.60242
C 0.75805 -0.70820 0.46320
C 1.03269 0.72458 0.11261
H -2.03737 0.55248 1.06431
H -2.04850 0.07876 -0.63376
H -0.94055 -1.94001 0.87291
H 1.56497 -1.42941 0.56993
H 1.50449 1.18958 0.98324
H 1.67020 0.94051 -0.75820
H 0.41596 -1.33308 -1.26723
H 1.03305 -1.23852 -1.69799
*
```

***

# 6
Here is a single C5H8O molecule from the Open Molecules 2025 dataset. Energies are from ωB97M-V/def2-TZVPD.

Values from the calculation:
Largest force on an atom ... 0.3 eV/A
Structure (SMILES) ... C1OC[C@H]2C[C@@H]12
Energy ... -7360.8497 eV
Gap between HOMO and LUMO ... 10.688 eV

The geometry in ORCA input format:
```
! RIJCOSX wB97M-V def2-TZVPD def2/J DEFGRID3
* xyz 0 1
C -0.77978 0.95806 0.79124
O -1.66131 -0.04468 0.30674
C -0.94927 -0.99425 -0.47490
C 0.52500 -0.85442 -0.12822
C 1.22198 0.33330 -0.72610
C 0.63639 0.42256 0.65312
H -0.92391 1.89220 0.22682
H -1.02850 1.15554 1.84008
H -1.12777 -0.79971 -1.54365
H -1.33347 -1.99351 -0.24284
H 1.09288 -1.73736 0.14994
H 0.71440 0.85409 -1.53770
H 2.30493 0.30596 -0.81654
H 1.30844 0.50222 1.50202
*
```

***

# 7
Here is C5H8O as an isolated structure from the Open Molecules 2025 dataset. Energies are from ωB97M-V/def2-TZVPD.

Values from the calculation:
Largest force on an atom ... 0.4 eV/A
Energy ... -7355.0997 eV
Gap between HOMO and LUMO ... 8.851 eV

The geometry in ORCA input format:
```
! RIJCOSX wB97M-V def2-TZVPD def2/J DEFGRID3
* xyz 0 1
C -1.69780 -0.44779 0.00125
C -1.31847 0.91286 -0.54000
C -0.41169 0.22575 0.41602
C 1.41127 0.59343 -0.15152
C 2.03858 -0.59739 0.43211
O 0.73797 -0.97766 0.02237
H -1.65710 -1.28526 -0.69127
H -2.49258 -0.51690 0.74148
H -1.82113 1.81478 -0.19986
H -1.00114 0.94095 -1.57892
H -0.32415 0.54872 1.44484
H 1.57800 0.61216 -1.23972
H 2.74689 -1.16989 -0.16574
H 2.21135 -0.65376 1.50896
*
```

***

# 8
Here is a single C5H8O molecule from the Open Molecules 2025 dataset. Energies are from ωB97M-V/def2-TZVPD.

Values from the calculation:
Largest force on an atom ... 0.4 eV/A
Structure (SMILES) ... C[C@H]1C/C1=C\O
Energy ... -7360.0955 eV
Gap between HOMO and LUMO ... 9.876 eV

The geometry in ORCA input format:
```
! RIJCOSX wB97M-V def2-TZVPD def2/J DEFGRID3
* xyz 0 1
C -0.58441 -1.89818 0.03091
C -0.62620 -0.52998 -0.62064
C -1.09238 0.66185 0.21263
C 0.30213 0.53589 -0.22426
C 1.47259 1.13720 -0.18765
O 1.58401 2.37394 0.41210
H -0.13663 -1.83553 1.03026
H 0.00386 -2.60816 -0.56082
H -1.59992 -2.29969 0.13489
H -0.95649 -0.52650 -1.66132
H -1.71345 1.42095 -0.25902
H -1.30299 0.48149 1.26721
H 2.37643 0.74504 -0.65934
H 2.27345 2.34169 1.08504
*
```

***

# 9
Here is C5H8O as an isolated structure from the Open Molecules 2025 dataset. Energies are from ωB97M-V/def2-TZVPD.

Values from the calculation:
Largest force on an atom ... 0.5 eV/A
Energy ... -7357.4886 eV
Gap between HOMO and LUMO ... 8.887 eV

The geometry in ORCA input format:
```
! RIJCOSX wB97M-V def2-TZVPD def2/J DEFGRID3
* xyz 0 1
C 1.84492 0.02488 0.41107
C 0.76072 0.33540 -0.61342
C -1.63922 0.34163 -0.95230
C -1.96383 -0.74378 0.03131
O -0.96743 -0.37667 0.99846
C -0.57955 0.65456 0.06357
H 1.52080 -0.79023 1.06480
H 2.05658 0.89849 1.03719
H 2.76901 -0.27240 -0.09459
H 1.02769 1.18458 -1.25073
H 0.62254 -0.52348 -1.28285
H -1.86576 -1.77417 -0.33765
H -2.99130 -0.61368 0.40982
H -0.59516 1.65488 0.51532
*
```

***

# 10
Here is a single C5H8O molecule from the Open Molecules 2025 dataset. Energies are from ωB97M-V/def2-TZVPD.

Values from the calculation:
Largest force on an atom ... 0.3 eV/A
Structure (SMILES) ... C1CC2(C1)CO2
Energy ... -7360.2506 eV
Gap between HOMO and LUMO ... 11.127 eV

The geometry in ORCA input format:
```
! RIJCOSX wB97M-V def2-TZVPD def2/J DEFGRID3
* xyz 0 1
C 0.43131 0.34515 -1.47216
C 0.69771 0.98795 -0.08400
C -0.03533 -0.19014 0.55339
C -0.17234 -0.91031 -0.78618
C -0.89938 -0.22397 1.72918
O 0.39337 -0.82240 1.73776
H 1.32442 0.16057 -2.07457
H -0.28772 0.89969 -2.08040
H 1.75360 1.01716 0.20080
H 0.26024 1.97693 0.08494
H 0.46316 -1.79886 -0.84270
H -1.18872 -1.18633 -1.08484
H -1.00437 0.66742 2.34932
H -1.73595 -0.92285 1.76946
*
```

***

# 11
Here is a single C5H8O molecule in a non-equilibrium geometry from the Open Molecules 2025 dataset. Energies are from ωB97M-V/def2-TZVPD.

Values from the calculation:
Largest force on an atom ... 1.7 eV/A
Structure (SMILES) ... O[C@H]1[C@H]2CC[C@@H]12
Energy ... -7358.6602 eV
Gap between HOMO and LUMO ... 10.398 eV

The geometry in ORCA input format:
```
! RIJCOSX wB97M-V def2-TZVPD def2/J DEFGRID3
* xyz 0 1
O 1.51073 -1.09916 -0.29461
C 0.90809 -0.50110 0.82121
C 0.42774 0.86255 0.54938
C -0.15242 0.53571 -1.09716
C -1.29487 -0.23559 -0.40588
C -0.58422 -0.19560 0.91357
H 2.00738 -0.36058 -0.68665
H 1.39406 -0.81441 1.74254
H 0.66243 1.70382 1.24663
H 0.27806 -0.13667 -1.88648
H -0.35004 1.47163 -1.59386
H -2.21062 0.35832 -0.44982
H -1.50896 -1.26036 -0.72684
H -1.08735 -0.32856 1.86798
*
```

***

# 12
Here is a single C5H8O molecule from the Open Molecules 2025 dataset. Energies are from ωB97M-V/def2-TZVPD.

Values from the calculation:
Largest force on an atom ... 0.8 eV/A
Structure (SMILES) ... CC(C)=CC=O
Energy ... -7361.3208 eV
Gap between HOMO and LUMO ... 10.071 eV

The geometry in ORCA input format:
```
! RIJCOSX wB97M-V def2-TZVPD def2/J DEFGRID3
* xyz 0 1
C 0.39173 -1.05638 -0.91106
C -0.30934 -0.02207 -0.04694
C -1.80773 0.09122 -0.22752
C 0.32742 0.79580 0.80376
C 1.78803 0.76725 1.00842
O 2.35020 1.48174 1.82004
H 0.84730 -1.85889 -0.31297
H -0.31340 -1.52574 -1.62400
H 1.21031 -0.60373 -1.49177
H -2.34131 -0.07139 0.71157
H -2.18531 -0.66284 -0.91554
H -2.10541 1.08501 -0.59450
H -0.21835 1.53905 1.37887
H 2.36586 0.04096 0.40164
*
```

***

In order of appearance, E_HOMO = -7.7 -7.5 -9.5 -7.8 -9.4 -9.5 -7.7 -9.0 -9.1 -10.0 -9.4 -9.7 eV.
In order of appearance, relative energy (zero: lowest compared OMol25 entry of this formula, charge and spin) = 98.7 97.4 23.8 125.7 52.1 32.4 165.0 49.8 109.9 46.2 82.9 21.5 kcal per mole.